16
Properties=species:S:1:pos:R:3 method="wB97M-V/def2-TZVPD" e_above_lowest_ev=1.9806 homo_lumo_gap_ev=7.8713 largest_force_ev_per_a=1.27 charge=-1 e_tot_ha=-437.732697 e_lumo_ha=0.14631 smiles="CCO[C@@H](N)C(=O)[O-]" multiplicity=1
C 0.47 1.71 1.09
C -0.15 1.35 -0.26
O 0.54 0.20 -0.76
C -0.26 -0.97 -0.72
N 0.63 -2.08 -1.08
C -0.84 -1.24 0.70
O -2.03 -0.91 0.93
O -0.07 -1.73 1.53
H 0.36 0.86 1.75
H 1.54 1.87 0.96
H -0.02 2.58 1.54
H -1.22 1.17 -0.18
H 0.08 2.16 -0.95
H -1.08 -0.94 -1.45
H 1.57 -1.72 -1.03
H 0.46 -2.31 -2.05


121
Properties=species:S:1:pos:R:3 method="wB97M-V/def2-TZVPD" homo_lumo_gap_ev=7.6911 largest_force_ev_per_a=0.79 charge=+1 e_tot_ha=-3475.874549 e_lumo_ha=-0.11305 multiplicity=1
C -7.34 -8.81 -1.91
C -6.31 -7.99 -1.21
O -6.54 -7.21 -0.32
O -5.08 -8.19 -1.71
C -4.01 -7.59 -0.97
C -2.73 -7.68 -1.81
C -2.08 -6.31 -1.96
C -1.43 -5.77 -0.66
C -1.97 -4.41 -0.19
C -0.97 -3.25 -0.28
C -0.85 -2.60 -1.68
C -1.72 -1.33 -1.87
C -2.79 -1.40 -2.98
N -3.71 -0.24 -2.75
C -4.56 -0.77 -1.79
N -5.16 -0.03 -0.88
P -6.12 -0.65 0.44
S -6.70 0.72 1.63
N -4.64 -2.13 -1.79
C -3.74 -2.60 -2.88
P -4.81 -2.92 -4.40
C -3.58 -2.99 -5.75
C -5.15 -4.70 -4.10
H -7.77 -8.23 -2.73
H -6.94 -9.74 -2.31
H -8.14 -9.03 -1.20
H -4.24 -6.55 -0.75
H -3.92 -8.11 -0.01
H -2.99 -8.08 -2.79
H -2.01 -8.38 -1.37
H -1.32 -6.37 -2.75
H -2.84 -5.61 -2.34
H -0.35 -5.72 -0.81
H -1.59 -6.50 0.13
H -2.27 -4.50 0.86
H -2.88 -4.15 -0.72
H -1.23 -2.49 0.45
H 0.02 -3.62 0.01
H -1.05 -3.33 -2.47
H 0.18 -2.27 -1.80
H -1.08 -0.48 -2.09
H -2.19 -1.10 -0.91
H -2.30 -1.30 -3.95
H -4.22 0.04 -3.58
H -5.02 0.98 -0.92
H -7.09 -1.38 -0.26
H -5.25 -1.62 0.93
H -5.59 -2.47 -1.86
H -3.22 -3.51 -2.63
H -3.91 -3.76 -6.45
H -2.58 -3.24 -5.39
H -3.56 -2.04 -6.29
H -5.39 -4.83 -3.04
H -6.00 -5.01 -4.71
H -4.28 -5.31 -4.32
N 1.52 -0.20 -1.90
C 2.67 -0.87 -1.84
C 3.88 -0.33 -2.26
C 3.90 0.96 -2.75
C 2.70 1.67 -2.83
C 1.55 1.04 -2.39
H 2.62 -1.87 -1.44
H 4.79 -0.92 -2.18
H 4.82 1.42 -3.08
H 2.66 2.68 -3.19
H 0.60 1.56 -2.42
N 1.11 -7.22 0.95
C 1.58 -8.33 0.37
C 2.75 -8.96 0.77
C 3.47 -8.42 1.82
C 3.00 -7.27 2.43
C 1.82 -6.71 1.96
H 0.99 -8.72 -0.44
H 3.08 -9.86 0.26
H 4.39 -8.89 2.15
H 3.53 -6.81 3.25
H 1.42 -5.81 2.41
N 1.90 4.84 -2.48
C 1.90 6.12 -2.83
C 1.54 7.15 -1.96
C 1.16 6.82 -0.67
C 1.15 5.48 -0.30
C 1.53 4.54 -1.24
H 2.20 6.34 -3.85
H 1.56 8.17 -2.30
H 0.88 7.59 0.04
H 0.86 5.16 0.69
H 1.54 3.49 -0.97
N 1.15 2.52 1.76
C 1.77 1.49 1.20
C 2.98 0.98 1.65
C 3.57 1.57 2.75
C 2.94 2.65 3.35
C 1.73 3.09 2.82
H 1.28 1.05 0.33
H 3.43 0.14 1.15
H 4.51 1.20 3.14
H 3.37 3.15 4.21
H 1.20 3.93 3.26
N 1.41 6.52 4.43
C 1.08 7.64 5.07
C 1.88 8.77 5.09
C 3.09 8.74 4.42
C 3.45 7.58 3.75
C 2.57 6.50 3.79
H 0.12 7.62 5.58
H 1.56 9.65 5.63
H 3.75 9.60 4.43
H 4.39 7.51 3.22
H 2.82 5.58 3.27
N 5.75 11.02 5.25
C 5.42 12.14 5.89
C 6.22 13.27 5.92
C 7.43 13.24 5.25
C 7.79 12.09 4.58
C 6.92 11.01 4.61
H 4.47 12.12 6.41
H 5.89 14.15 6.46
H 8.08 14.11 5.25
H 8.72 12.02 4.04
H 7.17 10.09 4.09


45
Properties=species:S:1:pos:R:3 method="wB97M-V/def2-TZVPD" e_above_lowest_ev=0.0000 homo_lumo_gap_ev="6.0762 / 6.7583" largest_force_ev_per_a=0.45 charge=+2 e_tot_ha=-3368.839328 e_lumo_ha="-0.34304 / -0.31954" multiplicity=2
V -0.45 -0.58 0.79
O -1.30 2.11 -1.83
C -1.08 1.63 -0.78
O -1.10 0.23 -0.60
C -0.73 2.26 0.52
C -0.74 3.64 0.67
C -0.38 4.14 1.90
C -0.01 3.26 2.94
C 0.36 3.75 4.22
C 0.69 2.89 5.22
C 0.67 1.50 4.98
C 0.33 0.98 3.76
C -0.03 1.86 2.70
N -0.39 1.39 1.47
H -1.02 4.27 -0.16
H -0.37 5.21 2.08
H 0.36 4.82 4.38
H 0.97 3.26 6.19
H 0.93 0.82 5.78
H 0.30 -0.09 3.62
Cl 1.46 -1.16 -2.01
C 0.02 -2.14 -2.20
Cl -0.56 -2.71 -0.58
H 0.24 -3.04 -2.77
H -0.78 -1.55 -2.63
Cl -1.67 -1.46 2.23
C 3.87 -4.30 1.07
C 4.88 -3.43 1.81
C 5.78 -2.66 0.85
C 4.20 -2.51 2.83
N 3.27 -1.57 2.19
C 3.52 -0.41 1.54
N 2.40 0.04 1.04
N 1.49 -0.87 1.40
N 1.99 -1.84 2.09
H 4.39 -5.01 0.44
H 3.23 -3.69 0.41
H 3.23 -4.85 1.75
H 5.51 -4.08 2.43
H 5.20 -2.06 0.15
H 6.36 -3.36 0.25
H 6.49 -2.01 1.37
H 4.92 -1.91 3.38
H 3.59 -3.08 3.54
H 4.48 0.06 1.48